1.
Molecular formula: C10H19N2Si
Method: DFT, the ωB97M-V functional and the def2-TZVPD basis

Summary:
* relative energy (zero: lowest compared OMol25 entry of this formula, charge and spin): 278.0 kJ/mol
* molar mass: 195.4 g mol⁻¹
* DFT total energy: -791.06345 a.u.

ORCA input file:
```
! RIJCOSX wB97M-V def2-TZVPD def2/J DEFGRID3
* xyz 1 1
C -2.36 -2.27 -2.19
C -2.76 -2.20 -0.86
C -1.64 -1.20 -2.67
C -2.37 -1.20 -0.05
C 1.38 -1.36 1.43
C 1.78 -0.99 -1.01
C 2.50 0.81 0.79
C -1.36 1.25 2.21
C -0.44 2.68 -0.67
C 1.71 -0.36 0.34
N -1.30 -0.18 -1.98
N -1.64 -0.19 -0.62
Si -0.99 1.15 0.30
H -2.46 -3.19 -2.88
H -3.43 -2.94 -0.47
H -1.30 -1.15 -3.68
H -2.59 -0.91 0.97
H 0.89 -2.22 0.97
H 2.40 -1.80 1.73
H 0.86 -0.87 2.23
H 0.88 -0.81 -1.60
H 1.89 -2.01 -0.98
H 2.40 -0.52 -1.74
H 3.53 0.85 0.44
H 1.89 1.74 0.45
H 2.51 0.82 1.91
H -1.64 0.32 2.68
H -0.47 1.65 2.71
H -2.16 1.97 2.38
H 0.69 2.85 -0.57
H -0.52 2.53 -1.78
H -1.00 3.59 -0.61
*
```

Mulliken atomic charges, in units of e:
1. C -0.3338
2. C -0.5493
3. C -0.1910
4. C -0.1655
5. C -1.5909
6. C -1.1728
7. C -0.7452
8. C -1.1718
9. C -1.0680
10. C 0.9792
11. N -0.8734
12. N 0.8732
13. Si 0.3434
14. H 0.3325
15. H 0.4298
16. H 0.4395
17. H 0.4372
18. H 0.4049
19. H 0.4251
20. H 0.3494
21. H -0.0073
22. H 0.5146
23. H 0.4052
24. H 0.3935
25. H -0.0701
26. H 0.3087
27. H 0.4159
28. H 0.3718
29. H 0.4056
30. H 0.3349
31. H 0.3099
32. H 0.4647

---

2.
Molecular formula: C3H5NO2
Method: DFT, the ωB97M-V functional and the def2-TZVPD basis

Summary:
* relative energy (zero: lowest compared OMol25 entry of this formula, charge and spin): 325.2 kJ/mol
* molar mass: 87.1 g mol⁻¹
* SMILES: NC(=O)CC=O
* DFT total energy: -322.45048 a.u.

ORCA input file:
```
! RIJCOSX wB97M-V def2-TZVPD def2/J DEFGRID3
* xyz 0 1
N 0.71 -1.40 -0.04
C -0.60 -0.96 -0.33
O -1.12 -1.41 -1.24
C -0.68 0.48 0.27
C 0.31 1.67 -0.16
O -0.22 2.65 -0.76
H 0.78 -2.43 -0.08
H 1.25 -1.30 0.94
H -0.38 0.41 1.25
H -1.58 1.07 0.01
H 1.53 1.22 0.14
*
```

Mulliken atomic charges, in units of e:
1. N -0.5138
2. C 0.5568
3. O -0.4548
4. C -0.7927
5. C 0.2481
6. O -0.4643
7. H 0.2687
8. H 0.2565
9. H 0.4070
10. H 0.2998
11. H 0.1889

---

3.
Molecular formula: C3H6N
Method: DFT, the ωB97M-V functional and the def2-TZVPD basis

Summary:
* relative energy (zero: lowest compared OMol25 entry of this formula, charge and spin): 726.8 kJ/mol
* molar mass: 56.1 g mol⁻¹
* DFT total energy: -172.08178 a.u.

ORCA input file:
```
! RIJCOSX wB97M-V def2-TZVPD def2/J DEFGRID3
* xyz 1 1
C 1.15 -0.45 -0.30
C -1.03 -0.23 -0.27
C 0.22 0.63 -0.11
N 0.04 -0.51 0.64
H 1.22 -1.10 -1.25
H 2.18 -0.10 0.03
H -1.97 0.05 0.32
H -0.99 -0.77 -1.12
H -0.71 3.22 0.43
H -0.09 -0.75 1.64
*
```

Mulliken atomic charges, in units of e:
1. C -0.2235
2. C -0.1580
3. C 0.0290
4. N -0.1115
5. H 0.2603
6. H 0.2567
7. H 0.2690
8. H 0.2416
9. H 0.1061
10. H 0.3303

---

4.
Molecular formula: C4H12NO2S
Method: DFT, the ωB97M-V functional and the def2-TZVPD basis

Summary:
* relative energy (zero: lowest compared OMol25 entry of this formula, charge and spin): 320.4 kJ/mol
* molar mass: 138.2 g mol⁻¹
* DFT total energy: -762.94322 a.u.

ORCA input file:
```
! RIJCOSX wB97M-V def2-TZVPD def2/J DEFGRID3
* xyz -1 1
C -0.83 -0.66 1.55
O -0.78 0.12 2.55
C 0.04 -0.27 0.34
C -0.30 -1.14 -0.83
C 0.74 -1.03 -1.97
S 1.46 0.57 -2.31
N 1.44 -0.56 0.70
H -2.01 -0.65 1.01
H -0.72 -1.75 1.72
H -0.14 0.80 0.20
H -1.31 -0.97 -1.23
H -0.26 -2.17 -0.43
H 1.53 -1.75 -1.70
H 0.27 -1.37 -2.90
H -2.67 -1.07 0.73
H 1.46 -0.40 1.71
H 1.95 0.25 0.30
H -1.90 1.43 2.09
H -1.66 2.77 1.48
O -2.40 2.20 1.72
*
```

Mulliken atomic charges, in units of e:
1. C -0.2538
2. O -0.6395
3. C 0.5295
4. C -0.7162
5. C -0.7982
6. S -0.6453
7. N -0.7545
8. H -0.5902
9. H 0.5191
10. H 0.2980
11. H 0.3338
12. H 0.1983
13. H 0.2194
14. H 0.3113
15. H 0.4371
16. H 0.2692
17. H 0.2706
18. H 0.3900
19. H 0.3055
20. O -0.6842

---

- The highest relative energy (zero: lowest compared OMol25 entry of this formula, charge and spin) belongs to which entry?
  C3H6N